--- A ---
C11H10N2 | ωB97M-V/def2-TZVPD

```
23
Properties=species:S:1:pos:R:3:lowdin_charge:R:1
N 3.3745 0.2954 0.1969 0.037
N -2.9271 -1.1504 -0.1793 0.109
C -1.6970 1.6577 -0.0762 -0.085
C -1.5714 -0.9361 0.0317 -0.314
C 0.4717 -2.0076 0.0527 -0.035
C -0.8196 -2.0610 -0.1108 -0.081
C -0.9813 0.2733 0.0278 -0.110
C -3.0109 2.0477 0.3988 -0.033
C 2.6631 1.3930 -0.0734 -0.185
C 1.2345 -0.8047 0.1862 -0.129
C 0.4747 0.3457 -0.0737 -0.129
C 1.2936 1.5047 -0.3871 -0.028
C 2.6843 -0.7763 0.2264 -0.111
H -1.1294 2.3710 -0.6532 0.049
H -3.0963 -2.0809 -0.4800 0.067
H -1.3668 -2.9313 -0.2333 0.102
H 3.1847 2.4239 -0.4544 0.139
H -3.7374 1.5404 1.1454 0.065
H 3.4019 -1.5916 0.3756 0.122
H -2.9644 3.2795 0.4260 0.090
H -3.6606 -0.3328 -0.3697 0.148
H 0.8635 2.5317 -0.9740 0.163
H 0.9222 -3.0440 -0.1201 0.148
```

Output
**Total charge**: 0
**SMILES string**: C=Cc1c(N)ccc2cnccc12
**HOMO**: -8.04 eV

=====

--- B ---
C11H10N2 | ωB97M-V/def2-TZVPD

```
23
Properties=species:S:1:pos:R:3:lowdin_charge:R:1
N 0.2739 -1.6014 0.7622 0.155
N 0.4964 2.1476 0.6776 0.114
C 0.8280 -0.8589 -3.0151 -0.068
C 0.7587 1.2650 -0.0951 -0.035
C 1.3806 -2.1516 -2.5058 -0.097
C -1.0917 1.0023 2.4383 -0.167
C -0.6812 -0.9800 1.1389 -0.134
C 0.6187 0.2081 -2.1723 -0.054
C 1.0106 0.1355 -0.7801 -0.190
C 1.3872 -1.1307 -0.1048 -0.213
C -1.6232 -0.2656 1.7448 -0.097
C -0.7882 2.1594 1.3761 -0.191
C 1.5456 -2.1756 -1.2180 -0.072
H 0.0637 1.0738 -2.4255 0.099
H 2.1158 -3.1211 -1.0579 0.115
H -0.7266 3.1233 2.0139 0.126
H -1.8630 1.4968 3.1017 0.116
H -1.5786 2.2000 0.7097 0.083
H 0.3921 -0.8932 -4.0013 0.083
H -2.6972 -0.3898 1.5317 0.101
H 1.6175 -2.9850 -3.1106 0.092
H 2.2044 -1.1045 0.5435 0.127
H -0.1652 0.6819 2.9306 0.108
```

Output
**Total charge**: 0
**SMILES string**: C1=CCCN=C=C2C=CC=C[C@@H]2N=1
**HOMO**: -7.70 eV

=====

--- C ---
C11H10N2 | ωB97M-V/def2-TZVPD

```
23
Properties=species:S:1:pos:R:3:lowdin_charge:R:1
N -1.3055 -0.7084 -0.2154 -0.007
N -3.0656 0.5560 0.3812 0.101
C -1.7462 0.5630 0.0829 -0.284
C 0.8797 -1.4910 0.3504 -0.072
C 2.1820 0.9476 0.1687 -0.136
C 1.2084 1.2822 -0.7266 -0.116
C 0.0115 -1.0213 -0.5440 -0.074
C -1.0471 1.8318 0.1785 0.008
C 2.3055 -1.4162 0.2440 -0.090
C 3.0011 -0.2403 0.1315 -0.066
C -3.5069 -0.7237 0.0825 -0.128
C -2.4493 -1.5091 -0.1717 -0.048
C 0.2622 2.2033 -0.0874 -0.079
H 1.3762 1.0199 -1.8006 0.137
H 0.5500 -1.6335 1.3057 0.102
H -1.6798 2.6406 0.5463 0.107
H 0.6068 3.1041 0.1549 0.059
H -2.3769 -2.5242 -0.2463 0.087
H 4.1251 -0.3154 0.0026 0.124
H -4.5016 -0.9595 0.1017 0.071
H 1.9708 1.4281 1.0979 0.110
H 2.7781 -2.3459 0.4179 0.091
H 0.4214 -0.6879 -1.4549 0.102
```

Output
**Total charge**: 0
**SMILES string**: c1ccccn2ccnc2ccc1
**HOMO**: -8.06 eV

=====

A is the most stable structure; the next one sits 0.0240 hartree above it.

=====

--- A ---
C15H16N2O3S | ωB97M-V/def2-TZVPD

```
37
Properties=species:S:1:pos:R:3:lowdin_charge:R:1
S 1.5402 -1.1274 -1.9064 0.664
O 1.6820 1.4248 1.2319 0.068
O 1.5799 -1.4826 -3.2946 -0.277
O 1.5229 -2.2004 -0.9425 -0.301
N 2.8236 -0.1081 -1.6802 -0.131
N 0.7218 -0.6468 1.2496 0.135
C -1.1300 -0.7562 -1.6429 -0.071
C -0.9821 1.9904 -1.3040 -0.061
C 0.1798 1.2583 -1.4891 -0.065
C 3.6638 0.1225 -0.5180 -0.202
C -2.2117 1.3523 -1.2942 -0.074
C -2.2897 -0.0194 -1.4709 -0.069
C -2.4156 1.0904 2.1655 -0.083
C -0.6182 -0.3675 1.5349 -0.223
C -1.0719 0.8950 1.9016 -0.017
C 0.0911 -0.1097 -1.6431 -0.282
C 3.0733 -0.4644 0.7602 -0.094
C -2.8626 -1.2173 1.7205 -0.093
C 1.7536 0.2208 1.0980 -0.484
C -1.5241 -1.4235 1.4517 -0.038
C -3.3153 0.0429 2.0752 -0.099
H -1.1678 -2.4042 1.1704 0.119
H -1.1527 -1.8261 -1.7771 0.122
H -3.2483 -0.5144 -1.4672 0.112
H 3.2613 0.0921 -2.5624 0.112
H -2.7602 2.0744 2.4472 0.105
H -4.3622 0.2044 2.2837 0.099
H 2.9525 -1.5400 0.6575 0.100
H -3.1140 1.9264 -1.1484 0.109
H 1.1440 1.7395 -1.4962 0.109
H 3.7707 -0.2541 1.5745 0.132
H -3.5553 -2.0432 1.6530 0.104
H 3.7729 1.2067 -0.3843 0.122
H 0.8902 -1.5933 0.9240 0.115
H -0.9240 3.0588 -1.1655 0.112
H 4.6571 -0.3135 -0.6842 0.123
H -0.3749 1.7124 1.9716 0.103
```

Output
**Total charge**: 0
**SMILES string**: O=C(CCNS(=O)(=O)c1ccccc1)Nc1ccccc1
**HOMO**: -8.57 eV

=====

--- B ---
C15H16N2O3S | ωB97M-V/def2-TZVPD

```
37
Properties=species:S:1:pos:R:3:lowdin_charge:R:1
S 2.7927 1.4794 1.4320 0.949
O 0.0913 -0.3361 -0.2810 0.130
O -2.4274 0.9981 -1.2019 0.090
O -0.4337 1.7354 0.3991 0.002
N -5.6456 -1.3562 0.2612 0.172
N -3.9452 -0.3062 3.0367 0.170
C -3.8070 -0.1760 1.9026 -0.238
C 4.4474 0.1477 -0.3542 -0.111
C 3.6066 0.0579 0.7459 -0.540
C -1.5836 1.2035 1.0273 -0.086
C 5.0597 -0.9927 -0.8420 -0.084
C 0.3048 0.8466 -0.2734 -0.533
C -2.5875 0.7301 -0.0293 -0.342
C 1.4484 1.5218 -1.0035 -0.137
C -4.6474 -0.6505 -0.2885 -0.276
C 4.8520 -2.2164 -0.2285 -0.091
C 2.2675 2.3943 -0.0639 -0.444
C 4.0280 -2.2983 0.8820 -0.082
C 3.4022 -1.1662 1.3684 -0.107
C -4.6117 -0.5687 -1.7707 -0.003
C -3.6981 -0.0361 0.5078 -0.142
H -1.3093 0.3660 1.6789 0.140
H 1.6659 3.2121 0.3300 0.076
H -6.3178 -1.8331 -0.3137 0.115
H -5.7019 -1.4558 1.2623 0.106
H 4.6320 1.1002 -0.8283 0.104
H 2.0649 0.7396 -1.4504 0.114
H 5.7075 -0.9205 -1.7036 0.103
H -4.7296 0.4659 -2.0894 0.102
H 1.0252 2.1404 -1.7984 0.132
H 5.3327 -3.1029 -0.6144 0.100
H 3.8634 -3.2494 1.3660 0.104
H -3.6372 -0.8876 -2.1374 0.102
H -2.0117 2.0105 1.6259 0.150
H 3.1458 2.8027 -0.5634 0.070
H 2.7498 -1.2197 2.2261 0.103
H -5.3934 -1.1798 -2.2164 0.083
```

Output
**Total charge**: 0
**SMILES string**: C/C(N)=C(/C#N)C(=O)COC(=O)CCSc1ccccc1
**HOMO**: -8.23 eV

=====

A is the most stable structure; the next one sits 0.0028 hartree above it.

=====

--- A ---
C3H6P2 | ωB97M-V/def2-TZVPD

```
11
Properties=species:S:1:pos:R:3:lowdin_charge:R:1
P 2.2229 -0.3464 -0.0163 0.758
P -0.8702 -0.8166 0.3969 0.707
C 0.5948 -1.3461 -0.4233 -0.725
C -1.2592 0.7341 -0.2870 -0.287
C 1.8372 1.1169 0.3487 -0.386
H 0.9490 -2.3525 -0.2670 -0.013
H -0.2949 -0.3876 1.5641 -0.070
H -1.4643 1.5867 0.2859 -0.030
H 0.4328 -1.6173 -1.5425 0.071
H 2.4017 2.0447 0.5603 -0.041
H -1.4411 0.8008 -1.3836 0.016
```

Output
**Total charge**: 0
**HOMO (spin up / spin down)**: -8.27 / -7.64 eV

=====

--- B ---
C3H6P2 | ωB97M-V/def2-TZVPD

```
11
Properties=species:S:1:pos:R:3:lowdin_charge:R:1
P -2.3954 1.0731 0.0197 0.283
P -2.0635 -0.9674 0.0034 0.375
C 1.0061 0.5750 0.5981 -0.193
C 0.4044 -0.7770 0.3145 -0.416
C 1.2781 -0.2242 -0.7037 -0.230
H 0.8871 0.0430 -1.7715 0.132
H -3.7223 0.8640 -0.3943 -0.264
H 2.0945 -0.8783 -0.8284 0.067
H 1.6243 0.6151 1.5136 0.092
H 0.6342 -1.8111 0.7757 0.092
H 0.2524 1.4877 0.4730 0.063
```

Output
**Total charge**: 0
**HOMO**: -8.48 eV

=====

B is the most stable structure; the next one sits 0.0479 hartree above it.

=====

--- A ---
C5H9O | ωB97M-V/def2-TZVPD

```
15
Properties=species:S:1:pos:R:3:lowdin_charge:R:1
O 1.3800 -0.3982 -1.0958 0.090
C -0.3454 -1.2097 0.8701 -0.044
C 0.8360 -1.2507 -0.2724 0.140
C -0.7153 0.2684 0.9690 -0.182
C 0.8101 0.9242 -1.0277 -0.106
C -0.5915 0.9464 -0.4094 -0.148
H 0.0851 -1.6582 1.7611 0.131
H -1.2877 0.4701 -1.1033 0.133
H 1.5189 1.5351 -0.4547 0.152
H 0.8076 1.3038 -2.0531 0.149
H -1.7311 0.3905 1.3414 0.126
H 1.2986 -2.2382 -0.3615 0.157
H -0.8788 1.9935 -0.3132 0.136
H -1.1316 -1.8507 0.4757 0.137
H -0.0547 0.7736 1.6739 0.127
```

Output
**Total charge**: +1
**HOMO**: -16.63 eV

=====

--- B ---
C5H9O | ωB97M-V/def2-TZVPD

```
15
Properties=species:S:1:pos:R:3:lowdin_charge:R:1
O 0.3759 0.7882 -0.2603 -0.186
C -0.3619 1.1958 -1.3977 0.016
C 1.0647 -0.5191 -0.5900 0.011
C -0.3283 -1.0537 1.2149 -0.063
C 0.7409 -1.5125 0.1824 0.016
C -0.2535 0.5295 1.0508 -0.046
H 0.0232 -1.2390 2.2475 0.137
H -1.3451 -1.3419 1.0003 0.116
H 1.1287 -2.5230 0.0150 0.146
H -1.3480 0.9175 1.2335 0.185
H -0.3373 2.3601 -1.5991 0.169
H 0.0017 0.5702 -2.1791 0.092
H 0.3762 0.9799 1.7635 0.120
H 1.7030 -0.2256 -1.4555 0.169
H -1.4400 1.0737 -1.2262 0.119
```

Output
**Total charge**: +1
**HOMO**: -15.41 eV

=====

A is the most stable structure; the next one sits 0.0543 hartree above it.

=====

--- A ---
C4H22NO7 | ωB97M-V/def2-TZVPD

```
34
Properties=species:S:1:pos:R:3:lowdin_charge:R:1
O -2.6690 -2.1679 -1.2828 -0.115
O 2.5265 -0.7922 -1.8300 -0.065
O -0.3223 -0.9573 -1.6670 -0.253
O 2.1718 2.0004 -0.3153 -0.116
O -0.3681 1.2027 -0.5848 -0.248
O 0.5321 1.3367 -3.3744 -0.080
O 3.0186 0.2786 1.7150 -0.088
N -1.0606 0.7997 1.6848 -0.018
C -1.9913 -0.9769 3.0894 -0.085
C -1.2986 -0.6210 1.7654 -0.457
C -1.3055 1.4777 0.4245 -0.323
C -0.0611 -1.5059 1.5973 -0.056
H -2.9282 -2.3666 -0.3762 0.008
H -2.2988 1.2271 0.0315 0.113
H -1.2332 2.5511 0.6242 0.104
H 1.7640 -1.2827 -1.5110 0.008
H 3.3575 1.1392 1.4395 0.017
H -2.1529 -2.0551 3.1460 0.062
H -0.1156 1.0557 1.9546 0.111
H 0.2696 0.7066 -2.6779 -0.020
H -1.8607 -1.5951 -1.1258 -0.009
H -0.2041 -2.4818 2.0738 0.067
H 1.2325 1.7688 -0.5692 -0.001
H 2.5846 0.0497 0.8876 -0.002
H 2.5616 1.4278 -0.9912 0.008
H 0.8082 -1.1064 2.1317 0.067
H 0.2698 -1.6940 0.5768 0.057
H -0.3655 0.0664 -1.0539 -0.003
H 2.4289 -0.4343 -2.7119 0.025
H 0.5250 2.1748 -2.9022 0.026
H -1.9982 -0.9194 0.9797 0.108
H -1.4041 -0.7679 3.9900 0.071
H -0.8480 -0.9994 -2.4709 0.022
H -2.8922 -0.3656 3.1613 0.067
```

Output
**Total charge**: -1
**HOMO**: -5.35 eV

=====

--- B ---
C4H22NO7 | ωB97M-V/def2-TZVPD

```
34
Properties=species:S:1:pos:R:3:lowdin_charge:R:1
O 1.1429 -0.3914 2.5402 -0.061
O -1.5074 -1.2947 2.8884 -0.151
O -1.4108 -2.0913 0.4877 -0.168
O -1.9846 -0.0150 -3.1732 -0.175
O -1.9974 -0.0375 -0.7016 -0.245
O 2.7965 -2.5705 0.7790 -0.052
O 0.8929 -2.8828 -0.6521 -0.145
N 1.9912 2.0060 -1.3925 0.027
C -0.4355 1.7831 -1.3992 -0.126
C -1.5890 1.2170 -0.4256 -0.323
C 0.8805 2.2131 0.7641 -0.115
C 0.7021 2.4566 -0.6700 -0.429
H -1.1297 0.9986 0.6205 0.080
H 2.8605 -2.1633 -0.0497 -0.008
H 0.4299 -3.7246 -0.9259 0.069
H -0.0409 0.7876 -1.8699 0.141
H 1.7267 -1.0343 2.8883 0.004
H -2.1401 -2.4940 0.3221 -0.074
H 1.3444 3.0272 1.4016 0.083
H 0.3483 -0.9301 2.4055 -0.003
H -2.2044 0.0445 -2.1399 -0.004
H 2.1322 1.8635 -2.3683 0.045
H 0.0631 -2.5295 -0.1435 0.037
H -1.5114 -0.8650 0.0704 0.108
H -1.7716 -0.4294 2.6622 -0.017
H -1.4740 -0.8152 -2.9761 0.007
H -0.1314 1.8075 1.3063 0.098
H 1.6426 1.4679 1.1185 0.065
H -1.6129 -1.8606 1.9697 0.041
H -2.5041 1.9986 -0.2912 0.144
H 1.9819 -3.0006 0.7642 -0.040
H 0.7137 3.5471 -0.7942 0.116
H -0.7130 2.5604 -2.0556 0.084
H 2.5088 1.3510 -0.9601 -0.011
```

Output
**Total charge**: -1
**HOMO**: -5.39 eV

=====

A is the most stable structure; the next one sits 0.1459 hartree above it.

=====

--- A ---
C4H7BO2S | ωB97M-V/def2-TZVPD

```
15
Properties=species:S:1:pos:R:3:lowdin_charge:R:1
S -2.2896 -2.2389 -0.0522 0.783
O -2.7486 1.4062 -1.3233 0.112
O -1.7111 1.6391 0.7673 0.135
C -1.7439 -0.7839 -0.1785 -0.547
C 1.5448 -0.6400 -0.4845 -0.235
C 0.3183 -0.7015 0.0467 -0.029
C 2.7505 -0.7888 0.4370 -0.129
B -2.0499 0.7732 -0.2833 -0.659
H -2.0138 2.5231 0.7262 0.073
H 3.0844 -1.8775 0.4212 0.089
H 0.2793 -0.6433 1.0750 0.023
H 1.8171 -0.4178 -1.5335 0.095
H -3.1197 2.2895 -1.0721 0.120
H 2.3359 -0.4573 1.4430 0.083
H 3.5463 -0.0821 0.0110 0.086
```

Output
**Total charge**: 0
**HOMO**: -8.15 eV

=====

--- B ---
C4H7BO2S | ωB97M-V/def2-TZVPD

```
15
Properties=species:S:1:pos:R:3:lowdin_charge:R:1
S -0.3001 -2.9672 -0.2496 0.637
O 2.8172 0.3011 0.7829 0.260
O 4.3802 -0.5100 -0.9231 0.188
C -1.3076 0.9032 0.4318 -0.140
C -0.2286 -1.1522 -0.6656 -0.475
C -0.8564 -0.1873 -0.1259 -0.159
C -2.5652 1.4151 -0.1667 -0.100
B 3.6455 -0.0811 -0.1237 -0.584
H 0.4265 -1.1814 -1.5980 0.078
H 2.9633 0.9179 1.4796 0.117
H -3.3622 0.8968 0.3438 0.075
H -0.9800 1.2309 1.3859 0.100
H -2.6772 2.4659 -0.1011 0.060
H -2.6218 0.9830 -1.1898 0.095
H 0.6665 -3.0348 0.7194 -0.151
```

Output
**Total charge**: 0
**SMILES string**: CC=C=CS.O=BO
**HOMO**: -9.11 eV

=====

B is the most stable structure; the next one sits 0.0349 hartree above it.